The following is a quantum chemistry calculation of a cluster of 2 separate species, C4H9NO2 in total, from the Open Molecules 2025 dataset.

Last column: Löwdin charge in e.
Atoms and positions in Å:
O 3.361 -0.114 -1.553  -0.0548
O -1.465 0.005 0.741  -0.2010
N 1.039 -0.858 0.218  0.1128
C 3.255 -1.050 -0.791  -0.2233
C -2.732 0.548 1.011  -0.1068
C 0.559 0.087 -0.471  -0.1786
C -0.793 0.699 -0.270  -0.2245
H 0.368 -1.171 0.923  0.0757
H -3.378 0.511 0.121  0.0917
H 1.183 0.515 -1.264  0.1037
H 2.788 -2.004 -1.090  0.0751
H -3.179 -0.051 1.806  0.0921
H -2.654 1.594 1.346  0.0919
H 3.643 -1.014 0.243  0.0785
H -0.647 1.760 -0.003  0.1344
H -1.358 0.679 -1.218  0.1332

Forces on the atoms, in the same order (eV/Å):
-0.05 -0.36 0.28
0.03 0.00 -0.01
-0.31 0.27 -0.10
0.13 0.12 -0.18
-0.31 0.11 0.09
0.13 -0.12 0.11
0.11 0.06 -0.10
0.02 0.04 -0.04
0.07 0.00 0.14
-0.11 -0.02 0.10
0.24 0.07 -0.06
0.03 0.10 -0.11
-0.02 -0.15 -0.04
0.02 0.00 -0.16
-0.08 -0.10 -0.03
0.08 -0.02 0.11

Summary:
LUMO ... 0.841 eV
Total charge ... 0
E ... -9877.068 eV
Frontier orbital gap ... 10.24 eV
Spin multiplicity ... 1
Molecular weight ... 103.12 g mol⁻¹
SMILES ... [H]/N=C\COC.C=O
Energy relative to the best compared isomer or geometry (same formula, charge and spin) ... 69.0 kcal/mol
Strongest force on any atom ... 0.5 eV Å⁻¹